No. 1
Formula: C17H12Cl5FeNSe
Source: the Open Molecules 2025 dataset
Level of theory: the ωB97M-V functional and the def2-TZVPD basis

```
37
Properties=species:S:1:pos:R:3:forces:R:3
Fe 0.455777 0.295284 -0.958028 -0.78 -0.79 -0.51
Cl -0.275338 1.238972 -3.338989 -0.31 0.45 -0.43
C -1.360294 1.901960 -2.123007 0.40 -0.21 0.06
C -0.996114 1.588966 -0.804483 -0.77 -0.09 -0.79
C -1.857583 2.132403 0.138183 0.13 0.15 0.26
Cl -1.501943 1.918578 1.835583 0.03 0.02 -0.19
C -2.989595 2.885038 -0.191395 0.03 0.04 0.11
Cl -4.021357 3.520238 1.047088 0.02 -0.02 -0.04
C -3.297881 3.138154 -1.520557 -0.10 0.07 -0.09
Cl -4.694186 4.067612 -1.946104 0.04 -0.03 0.01
C -2.458057 2.641731 -2.515200 0.00 0.02 -0.02
Cl -2.791951 2.940771 -4.184035 -0.02 0.01 0.03
C 0.380091 -3.559891 -0.205056 -0.56 -0.10 -0.41
C 0.533719 -2.071053 -0.491383 0.19 0.50 -0.11
C 1.729404 -1.849152 -1.425479 0.48 -0.12 0.11
C -0.545122 -1.204177 -1.178085 0.37 0.64 1.58
C 0.684198 -1.329592 0.845536 0.25 -0.56 0.49
C 1.880043 -0.777215 1.285642 0.16 0.23 0.06
C 1.977840 -0.166723 2.543259 0.01 -0.13 -0.29
C 0.892102 -0.165097 3.386933 -0.15 0.03 0.16
C -0.311047 -0.745517 2.975416 0.14 -0.05 0.07
C -0.416123 -1.294979 1.721265 0.08 -0.24 -0.10
H 0.243549 -4.111879 -1.140127 0.01 -0.03 0.03
H -0.491249 -3.747637 0.424731 0.02 -0.03 0.01
H 1.259887 -3.954335 0.306393 0.05 0.06 0.01
H 1.519007 -2.309158 -2.390915 0.02 -0.13 0.06
H 2.669049 -2.239934 -1.022111 -0.01 -0.04 -0.05
H 1.916733 -0.791993 -1.678047 0.24 -0.03 0.04
H -1.533339 -1.675379 -1.237891 -0.04 0.22 -0.40
H 2.763048 -0.804440 0.660779 -0.02 0.04 -0.03
H 2.910652 0.300320 2.829392 0.01 0.02 0.01
H 0.961996 0.304140 4.360744 -0.01 -0.02 0.00
H -1.173400 -0.734341 3.629429 0.00 0.02 0.02
H -1.358903 -1.714495 1.388726 -0.01 0.03 0.02
Se 4.332369 2.790725 0.438151 -0.60 -0.37 -0.43
C 2.929691 2.038354 -0.455286 0.70 0.43 0.38
N 2.034326 1.543745 -1.011068 0.00 0.01 0.36
```
Forces are in eV/Å.

Output
* 2S+1: 2
* ⟨S²⟩: 0.811
* strongest force on any atom: 1.74 eV/Å
* ΔE to the lowest compared entry with this formula, charge and spin: 0.0 kJ/mol
* LUMO level (alpha / beta): 2.60 / 2.60 eV
* total charge: -1

Atomic partial charges in e from the Mulliken method, atoms 1 to 2: Fe 0.0121; Cl -0.2190

***

No. 2
Formula: C2H3N3O2
Source: the Open Molecules 2025 dataset
Level of theory: the ωB97M-V functional and the def2-TZVPD basis

```
10
Properties=species:S:1:pos:R:3:forces:R:3
C -0.430030 0.468182 -0.125892 -4.03 -0.23 -0.24
C 1.593401 0.472332 -0.082077 3.31 0.41 0.79
H -3.405259 -0.035945 0.271545 4.12 -1.38 -1.93
H 2.700164 0.514779 0.161399 -1.33 1.21 -0.70
H 1.860316 -1.469291 0.477891 -2.06 1.10 -1.39
N -1.670936 0.806081 0.006774 1.96 0.28 -0.69
N 0.644111 1.309292 -0.210853 0.05 0.44 0.57
N 1.271327 -0.791870 -0.127822 1.19 -4.33 0.83
O -2.426823 -0.345591 -0.162420 -4.97 0.90 2.27
O -0.136274 -0.927968 -0.208547 1.75 1.59 0.48
```
Forces are in eV/Å.

Output
* strongest force on any atom: 5.54 eV/Å
* ΔE to the lowest compared entry with this formula, charge and spin: 522.6 kJ/mol
* LUMO level: 0.49 eV

Atomic partial charges in e from the Mulliken method, atoms 1 to 2: C 0.6256; C 0.0685

***

No. 3
Formula: C35H85N22O10S2
Source: the Open Molecules 2025 dataset
Level of theory: the ωB97M-V functional and the def2-TZVPD basis

```
154
Properties=species:S:1:pos:R:3:forces:R:3
C 4.814831 -1.605499 2.840040 0.47 0.74 0.17
C 5.074706 -0.037288 2.773174 -0.83 -0.05 -0.65
C 3.698643 0.774951 2.765783 1.10 -0.56 -0.63
C 2.947565 0.426434 1.406286 -0.41 0.23 1.42
C 1.546771 -0.298969 1.651037 1.15 0.12 -1.10
C 1.196561 -1.146887 0.346479 -0.62 -0.17 0.95
C -0.211876 -0.832031 -0.290137 0.61 -0.53 -0.92
C -0.307872 0.527834 -1.103553 -0.85 -0.83 0.68
N 0.774728 1.524731 -0.809245 0.56 0.08 -1.87
C 0.223628 2.861532 -0.449952 0.15 1.12 0.58
C -0.037752 3.069262 1.083324 -0.77 0.03 0.05
C -1.287551 2.302130 1.651699 -0.44 0.67 -0.18
C -1.593053 2.711474 3.159739 0.98 -0.13 -0.62
C -1.233292 1.590508 4.216668 -1.08 1.17 0.67
C -2.558101 0.796192 4.571047 -0.01 -0.57 0.52
C -2.441443 -0.779173 4.531910 -0.84 -0.26 -0.59
C -1.609761 -1.363685 3.318478 0.44 -0.41 0.30
C 1.537493 1.612468 -2.055080 -1.16 0.65 -0.72
S 1.027300 2.563373 -3.311597 0.86 -0.77 1.03
S 3.105594 0.670693 -2.306502 -0.06 -0.12 0.51
C 2.710801 -1.013353 -2.939496 -1.15 -0.78 -0.10
C 3.848260 -2.059025 -2.558707 -0.33 0.14 -0.52
C 3.334077 -3.386430 -1.901056 0.55 1.09 1.24
N 2.195650 -4.026735 -2.634558 -0.78 -0.58 0.05
C 2.132228 -4.025673 -4.014788 -1.70 -0.79 0.25
C 0.993613 -4.618499 -4.683262 0.00 0.13 1.68
C -0.101272 -5.230929 -3.916068 2.42 1.14 1.58
C 0.047097 -5.235160 -2.448228 1.35 0.72 -1.52
C 1.225244 -4.607109 -1.849048 -2.18 -1.15 -1.87
H 3.912166 -1.925283 2.259635 0.70 0.45 0.41
H 5.707900 -2.122078 2.387109 -0.90 0.25 0.78
H 4.649373 -1.887735 3.909985 0.27 -0.08 -0.94
H 5.560976 0.159488 1.779732 -0.21 0.04 0.93
H 5.763785 0.322322 3.583035 -0.63 -0.52 -0.68
H 3.138988 0.469579 3.686116 0.17 0.49 -0.82
H 3.923406 1.876903 2.772719 -0.24 -1.03 0.34
H 2.760915 1.385136 0.860469 0.10 -0.97 0.25
H 3.652690 -0.188748 0.791033 -0.78 0.39 0.37
H 1.596870 -0.987929 2.532998 -0.02 0.72 -0.65
H 0.813892 0.519896 1.851518 0.38 -0.91 -0.15
H 1.172354 -2.243212 0.641655 0.00 1.05 -0.25
H 2.062203 -1.037739 -0.353983 -0.98 0.10 0.30
H -0.417666 -1.659895 -1.038644 0.02 0.78 0.77
H -1.025166 -0.918995 0.477245 0.87 0.20 -0.59
H -0.330062 0.322869 -2.212868 -0.15 0.14 1.20
H -1.293450 1.000398 -0.825936 1.03 -0.35 -0.49
H 0.981419 3.641124 -0.750814 -0.73 -0.88 0.26
H -0.715337 3.091968 -1.037703 0.88 -0.27 0.60
H 0.845549 2.847060 1.738181 -0.50 0.13 -0.78
H -0.255959 4.170614 1.216488 0.34 -1.09 -0.11
H -2.187053 2.624773 1.047240 0.96 -0.37 0.36
H -1.190573 1.196944 1.497434 -0.08 0.84 0.35
H -0.980503 3.637551 3.373745 -0.73 -0.87 -0.22
H -2.684932 2.976060 3.208115 1.09 -0.28 0.30
H -0.923789 2.138805 5.155890 -0.16 -0.66 -0.94
H -0.358610 0.950815 3.936122 -0.85 0.48 -0.05
H -3.448766 1.128476 3.940251 1.42 -0.47 0.57
H -2.842169 1.072221 5.630886 0.18 -0.28 -1.09
H -3.494308 -1.173224 4.411513 1.05 0.38 0.34
H -2.074840 -1.233408 5.494645 -0.25 0.70 -0.94
H -1.169326 -0.593796 2.638048 -0.49 -0.49 0.69
H -0.730081 -1.930915 3.749801 -0.82 0.46 -0.68
H -2.203391 -2.068930 2.664723 0.53 0.69 0.77
H 2.574792 -0.969886 -4.052846 0.13 0.03 0.99
H 1.715998 -1.316928 -2.494710 1.01 0.26 -0.45
H 4.534900 -1.539857 -1.839208 -0.33 -0.85 -0.70
H 4.403269 -2.326790 -3.497507 -0.12 0.51 1.04
H 2.942463 -3.120892 -0.878232 0.19 -0.35 -1.09
H 4.165683 -4.123312 -1.714877 -0.83 0.61 -0.61
H 2.973868 -3.519192 -4.549122 -1.01 -0.63 0.57
H 0.975469 -4.556922 -5.793324 0.02 -0.18 1.04
H -0.994557 -5.666173 -4.415452 0.85 0.39 0.46
H -0.722357 -5.705801 -1.781536 0.83 0.76 -0.67
H 1.289424 -4.621087 -0.739862 0.40 0.34 -1.08
C -2.932769 -3.224616 -6.743649 -0.31 0.08 0.05
O -3.975627 -3.078131 -7.347584 0.15 -0.03 -0.01
N -2.693122 -2.648837 -5.529707 -0.14 0.29 0.30
N -1.904833 -3.988968 -7.221824 0.25 -0.39 -0.34
H -1.837683 -2.764939 -5.019192 -0.04 0.06 -0.02
H -3.425659 -2.080400 -5.132033 0.08 -0.01 0.06
H -2.040728 -4.441481 -8.109412 0.01 0.06 0.08
H -1.039026 -4.122004 -6.736862 -0.05 0.09 -0.03
C -4.205853 1.265432 -4.911233 -0.24 0.21 0.18
O -4.031075 0.587460 -3.906621 0.24 -0.26 -0.14
N -5.002281 2.363723 -4.929458 -0.21 0.18 0.29
N -3.607597 0.959743 -6.098906 0.38 -0.27 -0.24
H -5.152287 2.927841 -5.744624 0.07 -0.11 -0.03
H -5.467019 2.614383 -4.065572 0.11 -0.12 0.07
H -3.013592 0.149421 -6.106778 -0.07 0.08 -0.10
H -3.727228 1.486371 -6.943764 -0.06 -0.02 0.06
C 1.852212 6.148895 2.797310 -0.06 0.13 0.07
O 0.907741 5.566395 3.302819 0.03 -0.10 -0.04
N 2.947594 5.490288 2.318216 0.24 -0.46 -0.13
N 1.895140 7.502341 2.667295 -0.23 0.26 0.29
H 3.735087 5.948026 1.898926 -0.06 0.01 0.03
H 2.950918 4.488334 2.397782 0.01 0.11 0.01
H 1.100170 8.026933 3.009047 0.01 0.16 -0.21
H 2.662743 7.997877 2.253553 -0.06 -0.12 -0.14
C 6.761232 -0.949381 -4.702740 0.09 0.19 -0.17
O 6.845032 -1.570661 -3.649498 -0.10 -0.20 0.00
N 6.057326 0.209104 -4.818374 -0.28 0.03 0.35
N 7.364661 -1.367443 -5.847347 0.14 -0.36 -0.10
H 5.976116 0.729294 -5.672379 0.04 -0.01 0.04
H 5.595716 0.552625 -3.991103 0.05 0.07 -0.13
H 7.894621 -2.220328 -5.801801 -0.01 0.10 -0.05
H 7.309165 -0.875070 -6.719622 0.02 0.01 0.06
C -3.402017 -5.550900 -0.175513 -0.25 0.06 -0.01
O -2.373135 -4.900976 -0.321650 0.23 -0.16 -0.12
N -3.418053 -6.772539 0.424480 0.30 -0.26 0.20
N -4.610834 -5.105823 -0.599583 -0.06 0.30 -0.19
H -4.248761 -7.320112 0.553513 0.02 0.04 -0.04
H -2.539669 -7.134739 0.752186 -0.12 0.01 0.00
H -4.637324 -4.205379 -1.047436 -0.05 -0.06 0.06
H -5.465114 -5.620247 -0.490343 0.04 0.02 0.01
C 0.904887 10.924416 3.331276 -0.09 0.03 0.02
O 0.156829 9.985076 3.104350 0.13 -0.06 0.01
N 0.486889 12.216849 3.289131 -0.31 0.24 -0.08
N 2.220059 10.758193 3.646906 0.33 -0.27 -0.03
H 1.082484 13.002609 3.472028 -0.01 -0.06 0.00
H -0.478259 12.379015 3.059864 0.10 -0.01 0.03
H 2.566191 9.815715 3.690686 -0.02 0.11 0.14
H 2.848379 11.516463 3.836705 -0.06 -0.02 0.00
C -5.686415 2.914853 4.521614 -0.06 0.12 0.21
O -5.329845 2.405458 3.469125 -0.05 0.06 -0.33
N -6.384276 2.229383 5.465520 -0.15 -0.36 0.01
N -5.414479 4.210080 4.838358 0.14 0.27 -0.20
H -6.685987 2.627043 6.335301 0.05 0.01 -0.04
H -6.602885 1.268690 5.266309 0.04 0.08 0.05
H -4.898674 4.748554 4.164509 -0.01 -0.02 0.10
H -5.697379 4.646236 5.696022 0.02 -0.05 -0.02
C -5.763020 2.736834 -0.869631 0.07 -0.02 0.08
O -5.886970 2.530905 -2.067042 -0.16 0.16 -0.16
N -6.765847 3.245200 -0.104391 -0.43 0.19 0.00
N -4.611278 2.472284 -0.199549 0.46 -0.09 -0.04
H -6.683013 3.419263 0.880441 0.09 -0.11 0.03
H -7.634103 3.452596 -0.565544 0.10 -0.03 0.04
H -3.848028 2.093628 -0.733832 -0.14 0.01 0.00
H -4.487920 2.631662 0.783961 -0.14 -0.06 0.11
C -4.166952 -4.141658 5.734251 0.05 0.15 0.14
O -3.876053 -3.221717 6.476115 -0.02 -0.05 -0.01
N -3.398895 -4.490663 4.662740 0.37 0.02 -0.28
N -5.284735 -4.901815 5.909764 -0.38 -0.12 0.17
H -3.619761 -5.243935 4.039082 -0.02 0.04 0.04
H -2.565806 -3.950962 4.500993 -0.10 -0.02 0.00
H -5.875519 -4.673675 6.690058 0.07 -0.03 -0.07
H -5.542137 -5.663221 5.310567 0.03 0.04 0.03
C 6.788255 -6.202538 -3.582671 -0.05 -0.30 -0.03
O 6.084845 -7.175038 -3.797040 -0.09 0.09 0.02
N 6.306720 -4.926776 -3.631663 -0.18 0.48 0.08
N 8.108931 -6.303251 -3.276637 0.31 -0.17 0.05
H 6.864594 -4.107055 -3.458704 -0.08 0.12 -0.04
H 5.334906 -4.816311 -3.855186 0.15 -0.06 -0.07
H 8.499196 -7.228558 -3.231297 -0.04 0.09 -0.01
H 8.702610 -5.514756 -3.097102 -0.05 -0.01 0.00
```
Forces are in eV/Å.

Output
* strongest force on any atom: 3.11 eV/Å
* LUMO level: -3.92 eV
* total charge: +1

Atomic partial charges in e from the Mulliken method, atoms 1 to 2: C -0.7530; C -0.6820

***

No. 4
Formula: C14H36Cl2O4P3Ru
Source: the Open Molecules 2025 dataset
Level of theory: the ωB97M-V functional and the def2-TZVPD basis

```
60
Properties=species:S:1:pos:R:3:forces:R:3
C -0.472698 -4.456139 -3.018339 0.74 0.66 -0.35
C -1.248213 -3.320266 -2.428788 2.65 2.01 -1.50
H 0.496911 -3.962037 -3.111484 0.42 -0.73 -0.06
H -0.768938 -4.633297 -4.057452 -0.27 -0.20 0.18
H -0.472567 -5.383354 -2.406364 -0.09 0.74 -0.53
O -0.925123 -2.127298 -2.561545 -0.70 -1.80 0.62
Cl -2.445571 -3.794983 -1.437958 -2.54 -0.84 2.11
Ru -0.342947 -0.258656 1.420422 -3.56 1.32 2.95
P -2.514083 -0.199832 -0.559329 -4.17 1.24 -3.17
C -2.531449 1.488402 -1.271197 1.82 0.74 0.18
C -3.620693 -0.789132 -1.948572 0.68 -1.15 -0.19
H -4.501067 -0.130466 -2.063204 0.61 -0.10 0.34
H -4.817561 0.148305 0.167262 0.40 -0.04 -0.33
H -3.960999 -1.801233 -1.721205 -0.10 0.26 -0.22
H -3.943950 -1.076863 1.138772 -0.34 0.23 0.17
H -1.956185 1.458265 -2.204031 -0.12 0.21 0.19
H -3.029822 -0.802135 -2.872642 -0.29 -0.03 0.19
C -3.868268 -0.093733 0.660120 0.66 -0.70 1.90
H -3.562797 1.770320 -1.508108 0.00 -0.40 0.27
H -3.599255 0.649363 1.413185 -0.22 -0.11 0.03
H -2.073224 2.205670 -0.590107 -0.09 0.08 -0.22
P 0.865786 -2.055263 1.218137 3.62 -3.49 0.21
C 2.649637 -1.679299 1.099042 -0.21 0.54 0.02
C 0.578891 -2.588443 2.937447 -0.85 0.76 0.01
H -0.063181 -4.207316 0.485255 0.28 0.11 -0.11
H 1.680937 -4.293568 0.900707 -0.36 0.52 -0.07
H 1.179239 -3.583323 -0.667085 -0.10 -0.08 0.29
C 0.903012 -3.691662 0.391119 -0.91 0.08 -0.80
H -0.404120 -3.072231 2.984458 0.20 0.02 0.21
H 1.364763 -3.301623 3.190247 0.08 0.09 0.07
H 3.200419 -2.599608 1.305031 -0.04 0.09 0.05
H 2.929288 -0.898518 1.809722 0.12 -0.09 -0.07
H 0.587755 -1.704583 3.586593 0.12 -0.47 0.32
H 2.855044 -1.323266 0.084619 0.09 -0.13 0.19
Cl -1.516595 0.500201 3.312072 0.81 -0.72 -1.65
C 2.806742 2.418126 3.396219 -0.36 -0.59 0.38
C 1.737760 1.629407 2.654337 0.12 0.83 0.75
O 2.144655 1.639329 1.258386 -2.56 -2.02 -1.25
P 0.961346 1.069911 0.235791 5.57 5.33 -4.56
O 0.304182 2.447635 -0.374019 0.38 -2.36 1.69
C 0.756498 3.848313 -0.003352 0.28 -0.22 0.09
C -0.200106 4.419209 1.001402 0.08 0.03 0.15
O 1.887006 0.515612 -0.990829 -1.93 -0.04 2.19
C 2.072658 0.861620 -2.424788 0.22 -0.03 -0.70
C 0.931381 1.609885 -3.052434 0.01 0.53 0.01
H 3.710007 1.809174 3.499488 -0.08 0.26 0.04
H 2.389475 2.641992 4.386668 0.43 0.12 -0.15
H 3.048301 3.343741 2.858693 -0.19 -0.22 0.18
H 1.612333 0.596484 3.034013 0.47 0.02 -0.12
H 0.749074 2.088349 2.812093 0.30 0.20 -0.41
H 1.792829 3.812255 0.369289 -0.48 -0.12 -0.28
H 0.742190 4.375115 -0.957661 -0.11 -0.20 0.00
H -1.220171 4.079290 0.822508 -0.01 0.16 -0.10
H 0.087922 4.146329 2.015638 -0.07 0.02 0.07
H -0.171333 5.505311 0.925785 -0.08 0.04 0.09
H 3.009941 1.423483 -2.491538 -0.20 -0.06 0.32
H 2.227187 -0.089281 -2.954598 -0.08 0.14 0.54
H 0.006235 1.032653 -3.007239 0.02 0.00 -0.04
H 1.170376 1.794332 -4.106459 0.00 -0.19 0.17
H 0.791133 2.589325 -2.584194 -0.07 -0.29 -0.27
```
Forces are in eV/Å.

Output
* 2S+1: 5
* ⟨S²⟩: 6.023
* strongest force on any atom: 8.96 eV/Å
* LUMO level (alpha / beta): -12.09 / -14.71 eV
* total charge: +3

Atomic partial charges in e from the Mulliken method, atoms 1 to 2: C -1.1211; C 0.7498